(1)
A cluster of 5 separate species, C12H36N2O7 in total, computed with ωB97M-V/def2-TZVPD.

XYZ file:
```
57
Properties=species:S:1:pos:R:3:forces:R:3
C 1.33256 -1.95106 -6.88328 1.0098 0.3293 1.2982
O 1.63921 -1.85518 -5.46558 -1.5471 -0.6531 -0.7369
C 2.21033 -0.62804 -5.15379 1.3934 0.0538 0.1948
C 2.64707 -0.58305 -3.69028 -1.0511 0.2333 -2.1630
N 1.43126 -0.43053 -2.86462 2.2832 0.6721 -0.0741
C 1.89023 -0.41386 -1.47091 -0.8655 -0.5176 1.0353
C 2.72624 0.80853 -1.02834 0.8703 -1.0863 -0.9444
O 4.13622 0.52441 -1.27333 -0.9235 0.4645 0.2479
C 5.00503 1.59442 -0.91616 -0.0938 -0.6670 -0.4412
H 2.31516 -1.89122 -7.35127 -0.0563 -0.4233 -0.6207
H 0.77721 -1.08638 -7.24661 -0.3774 -0.0118 0.1892
H 0.80677 -2.88944 -7.05962 0.1791 0.1718 -0.0215
H 1.58440 0.21919 -5.43398 -0.2706 0.0992 0.1481
H 3.14752 -0.54567 -5.70425 0.2507 0.1941 -0.5241
H 3.38275 0.22120 -3.69587 -0.4036 0.3006 0.9014
H 3.19889 -1.50495 -3.50674 0.0367 -0.1855 0.3738
H 0.96835 -1.30827 -3.05270 -0.4681 -0.0959 0.2708
H 2.36117 -1.38524 -1.32007 0.7394 0.1897 0.6410
H 0.99399 -0.44130 -0.85117 -0.0182 0.1705 0.1999
H 2.59004 1.06827 0.02146 -0.2002 -0.2253 0.0774
H 2.38930 1.64803 -1.63647 0.1459 0.3358 -0.0235
H 5.16891 1.66013 0.15945 -0.2037 0.0568 0.1888
H 4.64686 2.54633 -1.30816 -0.0289 0.1435 0.0166
H 5.95799 1.34479 -1.38269 0.0402 0.1753 0.0266
C -5.43090 -0.73201 2.02401 -0.4915 -0.9892 1.1249
O -4.56519 -1.22061 3.06708 0.0956 1.0303 0.3725
C -3.35538 -1.80509 2.58407 -0.6492 0.5355 -1.6585
C -2.12973 -1.80186 3.49218 -0.4574 0.0628 0.6946
N -1.33559 -0.57374 3.43434 -1.4772 0.5023 -0.3844
C -2.14727 0.56047 3.97460 1.4076 -0.4303 0.3927
C -1.23073 1.76394 4.15557 -0.5558 -0.2955 -1.0341
O -0.54257 1.75128 5.38240 -0.3478 -0.2660 -0.1162
C 0.43291 2.76608 5.51727 -0.7724 0.3374 -0.0287
H -6.32948 -0.35962 2.51592 0.1814 0.1724 0.2347
H -5.79929 -1.59190 1.46458 0.2304 -0.0210 -0.5676
H -5.06325 0.06433 1.37688 0.6099 -0.1482 0.0547
H -3.13416 -1.23635 1.68090 0.5933 0.0821 -0.2891
H -3.66035 -2.78329 2.21230 0.5136 -0.5578 0.2697
H -1.50229 -2.66622 3.27470 -0.0514 0.0315 -0.1534
H -2.51223 -1.90812 4.50732 -0.0786 -0.4009 0.3541
H -0.46909 -0.64663 3.94813 -0.0442 -0.1752 0.2276
H -2.57530 0.32119 4.94807 -0.1813 -0.2118 0.2016
H -2.98013 0.76370 3.30144 0.2394 0.1178 -0.0882
H -1.88027 2.62683 4.00857 0.2974 0.5929 0.3543
H -0.53233 1.70793 3.32058 0.2537 0.3918 -0.1610
H 0.10480 3.72037 5.10523 -0.4621 0.1678 -0.0450
H 1.34675 2.56482 4.95828 0.3152 -0.4486 0.4192
H 0.50318 2.90404 6.59621 0.7780 -0.0545 -0.1586
O -1.54611 -1.05815 -1.30785 -0.0219 0.0276 0.0248
H -2.06926 -1.81728 -1.05041 -0.2125 -0.1809 0.1578
H -1.18180 -1.29577 -2.16051 0.1481 0.1030 -0.3354
O -0.88919 0.71258 0.85471 0.1723 0.6811 -0.3920
H -1.07698 0.11633 0.12983 -0.0597 -0.1816 -0.3377
H -1.07306 0.19931 1.64146 0.0085 -0.4769 0.8296
O -0.25858 1.77226 -2.42563 -0.4568 0.8198 0.0292
H -0.90125 1.29403 -1.90168 -0.1995 0.0055 0.2244
H 0.47667 1.16600 -2.51554 0.2341 -0.5475 -0.4770
```
Positions in Å, forces in eV/Å.

Total energy = -30337.25066 eV
HOMO energy = -9.3 eV
Gap between HOMO and LUMO = 9.499 eV
Relative energy (zero: lowest compared OMol25 entry of this formula, charge and spin) = 18.0 kcal per mole

=====

(2)
A cluster of 5 separate species, C12H36N2O7 in total, computed with ωB97M-V/def2-TZVPD.

XYZ file:
```
57
Properties=species:S:1:pos:R:3:forces:R:3
C -0.58430 -0.64040 0.98924 0.7295 0.2604 2.0590
O -1.64827 -0.49872 0.15932 -0.7650 -0.2375 -1.0609
C -1.27897 -0.34574 -1.19135 -1.0991 -0.5428 -0.4061
C -1.14575 1.09915 -1.59266 0.0432 0.0631 0.1483
N -2.17742 1.91924 -0.97907 0.2378 0.1857 0.1915
C -3.45440 1.73740 -1.63272 -0.0587 0.1388 -1.6564
C -4.54065 2.55485 -0.99465 -2.6963 -0.7097 -0.7268
O -5.82684 2.22881 -1.62870 0.7704 -0.7094 -0.8469
C -6.99030 2.83875 -1.10110 0.8689 0.1397 0.0168
H 0.07055 0.23096 0.98610 0.4215 0.3378 -0.1931
H 0.02127 -1.53645 0.85331 -0.0531 -0.2571 -0.2965
H -0.98281 -0.65862 2.00362 0.1584 -0.2233 0.0990
H -2.12379 -0.75352 -1.74641 0.1794 -0.3513 -0.1286
H -0.37003 -0.90203 -1.42040 0.1195 -0.2848 -0.0588
H -1.26790 1.13414 -2.67523 0.2079 0.2111 -0.0978
H -0.13082 1.41511 -1.35146 0.0025 0.5921 0.1193
H -2.29554 1.60592 -0.02619 0.2021 0.0047 0.2990
H -3.77312 0.70933 -1.80475 -0.2283 -0.4230 0.7784
H -3.30615 2.03811 -2.66988 -0.1368 0.5638 -0.1604
H -4.42437 3.62005 -1.19446 0.4876 0.1098 0.8881
H -4.73153 2.17893 0.01051 0.7247 0.8688 0.6616
H -6.81968 3.91478 -1.06714 -0.2977 0.2367 0.2478
H -7.22849 2.44317 -0.11375 0.0091 0.1057 0.2610
H -7.83865 2.63498 -1.75447 0.2550 -0.0978 -0.1384
C 1.39657 -3.96890 -1.86692 -0.0759 -0.2688 -0.2921
O 1.76908 -3.07111 -0.84864 0.7750 1.7735 0.5240
C 2.88387 -2.19108 -1.23049 -1.8713 -1.9778 -1.0906
C 2.97955 -1.04652 -0.26509 0.2510 -1.5504 0.4707
N 3.97380 -0.09700 -0.67154 -1.7901 1.6624 2.5764
C 4.33587 0.90119 0.32942 0.4830 0.4312 0.6453
C 3.10905 1.77952 0.79453 -0.1846 0.3925 -0.7219
O 2.52244 2.38807 -0.30820 -0.7142 -0.7990 -0.8947
C 1.52384 3.29195 0.15029 0.3102 1.6311 -0.2612
H 2.23559 -4.64143 -2.04532 -0.1205 -0.1887 -0.3990
H 1.07906 -3.44123 -2.76629 0.2991 0.0891 -0.2135
H 0.51825 -4.53222 -1.55177 0.2094 0.0041 0.3446
H 2.63719 -1.88582 -2.24738 0.1422 0.5277 -0.1561
H 3.76793 -2.82143 -1.32636 0.3772 0.2624 0.4169
H 3.05710 -1.43762 0.74937 0.8518 0.1828 0.2317
H 2.02959 -0.52241 -0.16020 -0.5132 0.5039 -0.5537
H 3.69087 0.35476 -1.52942 0.6197 0.0025 -0.9792
H 5.14364 1.54058 -0.02665 -0.2784 0.0452 -0.3953
H 4.66278 0.51329 1.29418 0.0939 -0.8606 -0.3008
H 3.43802 2.58755 1.44795 0.7076 -0.2961 0.4093
H 2.37032 1.19302 1.34080 0.1172 -0.5267 0.1409
H 2.07792 4.18375 0.44319 -0.0714 0.0869 0.9144
H 0.88194 2.90168 0.94008 0.1537 -0.1571 0.0212
H 0.90549 3.73850 -0.62838 -0.0235 -0.9686 -0.5110
O 1.66090 -1.51054 3.09581 0.5338 0.7070 -0.8571
H 1.72933 -2.32433 2.59652 0.1269 -0.5659 -0.0339
H 1.17173 -1.75196 3.88236 -0.2115 0.1944 0.5642
O 0.11537 -2.02257 5.20877 -0.1516 -0.1277 0.1374
H -0.29538 -1.71641 6.01733 0.0197 0.2133 0.2444
H -0.40869 -2.77882 4.94480 -0.1770 -0.2870 -0.0814
O 1.88891 -3.96723 1.70308 0.0472 -0.0915 0.4905
H 1.74940 -3.75850 0.77940 -0.1320 0.2003 -0.6598
H 2.24681 -4.85498 1.69711 0.1147 -0.2260 0.2702
```
Positions in Å, forces in eV/Å.

Spin multiplicity = 2
⟨S²⟩ = 0.754
Charge = +1
Total energy = -30328.98598 eV
HOMO energy (spin up / spin down) = -11.0 / -11.0 eV
Gap between HOMO and LUMO (spin up / spin down) = 8.434 / 3.163 eV
Relative energy (zero: lowest compared OMol25 entry of this formula, charge and spin) = 0.0 kcal per mole

=====

(3)
A cluster of 6 separate species, C12H36N6O6 in total, computed with ωB97M-V/def2-TZVPD.

XYZ file:
```
60
Properties=species:S:1:pos:R:3:forces:R:3
N 0.79003 -4.67802 -4.46022 -0.0883 -0.4753 0.2516
C 0.03161 -3.85780 -3.67880 -0.5524 1.2968 -1.3562
N 0.67623 -2.77284 -3.17505 -0.3941 -0.6057 0.4855
O -1.20457 -3.95795 -3.65996 0.5657 -0.3491 0.4313
H 1.78727 -4.61493 -4.50653 0.0539 0.0207 -0.0399
H 0.30923 -5.34542 -5.03351 0.0178 -0.0792 0.0832
H 0.15848 -2.21542 -2.48936 0.3581 0.0623 -0.1195
H 1.67937 -2.77628 -3.15036 0.0029 0.1427 0.1495
N -3.82536 -2.73957 -2.45537 -0.4909 0.6848 0.4518
C -3.96991 -3.63202 -1.43593 0.0763 -1.5611 -0.0910
N -2.97243 -4.57170 -1.43683 -0.0944 0.2704 0.3574
O -4.92375 -3.66580 -0.66511 0.3468 0.4870 -0.1975
H -4.57778 -2.07312 -2.50427 0.3214 0.1516 -0.3302
H -2.97529 -2.68645 -2.99707 -0.1389 0.0097 -0.1140
H -2.29803 -4.57057 -2.18445 0.1744 -0.1142 -0.0670
H -3.03427 -5.34309 -0.80116 -0.0929 0.0494 0.0456
N -2.18794 -0.62080 -0.14679 0.8540 -0.7433 -0.7513
C -0.88899 -0.35045 -0.45019 -0.2023 1.0638 -0.3630
N -0.38513 0.67094 0.29989 0.5266 -0.5599 -0.4015
O -0.26749 -0.86792 -1.39054 -0.3708 0.1626 0.7996
H -2.60728 -1.34329 -0.71305 -0.4590 0.0778 0.4068
H -2.62283 -0.11800 0.59897 -0.4194 -0.2254 0.1208
H -0.92246 1.05685 1.06163 0.3587 0.0375 0.0007
H 0.46059 1.09980 -0.03642 -0.0244 0.1439 0.3306
C 3.44496 -1.07890 0.79014 -0.0663 -0.2880 0.4194
C 4.22393 -0.65767 -0.42625 -0.1799 1.1438 -0.8526
C 3.35683 -0.55028 -1.69796 0.5246 -0.4759 0.1294
O 4.83410 0.61257 -0.14542 0.0722 0.1703 0.4344
H 2.45687 -0.61712 0.80515 -0.0885 -0.1855 -0.0941
H 3.93226 -0.77549 1.71811 0.2667 0.0423 -0.1600
H 3.37735 -2.16764 0.82739 -0.3478 0.0240 -0.0605
H 5.03094 -1.36266 -0.64597 0.0415 -0.0195 0.1397
H 3.84392 0.04323 -2.47651 0.2857 -0.1183 0.0524
H 2.36188 -0.12275 -1.57878 -0.0655 -0.2397 0.3746
H 3.30348 -1.57528 -2.07050 -0.4569 0.0996 -0.2432
H 4.71912 1.21868 -0.87935 0.0138 -0.1798 -0.2033
C -2.39247 3.19217 1.21376 -0.4907 0.1068 -0.7215
C -2.81620 2.51469 2.48873 -0.6075 -0.9481 0.1396
C -4.23964 1.95410 2.41710 -0.5159 0.1382 0.3714
O -1.96501 1.36039 2.67728 0.3160 0.3962 0.0693
H -2.48611 2.47913 0.39156 0.2814 -0.1939 0.0302
H -1.38993 3.61436 1.20075 0.0351 -0.1046 0.1962
H -3.10045 3.96272 0.90024 0.0442 0.2104 0.4573
H -2.73413 3.13919 3.38527 0.1141 0.2513 -0.2926
H -4.96905 2.66368 2.02074 0.0862 0.0432 0.0564
H -4.57776 1.65381 3.41367 0.0151 0.2316 0.0750
H -4.32486 1.02535 1.85034 0.3524 0.1977 -0.3918
H -2.15465 1.00698 3.55223 0.1196 -0.1502 -0.0647
C 1.17071 3.93675 2.77498 0.3330 0.3021 -1.2568
C 2.38457 3.55265 1.90987 -0.9945 -0.1413 -0.5322
C 2.96488 2.24297 2.35933 0.7285 -0.0871 0.6055
O 1.89364 3.33667 0.56947 -0.5587 0.2182 -0.1653
H 0.37987 3.19501 2.65481 0.2622 -0.3917 0.4882
H 0.71048 4.83728 2.36117 0.2539 0.2663 0.2532
H 1.51096 4.09550 3.79463 -0.3414 -0.0793 0.1375
H 3.06688 4.40238 1.83185 0.3220 -0.1778 0.4808
H 3.33422 2.28279 3.38815 -0.1164 0.0355 0.0365
H 3.80879 1.91861 1.74819 -0.1019 0.0165 -0.1398
H 2.17563 1.49274 2.29952 0.0392 -0.0565 0.0211
H 2.63467 3.14725 -0.01320 0.0958 -0.0046 0.1269
```
Positions in Å, forces in eV/Å.

Total energy = -34256.82131 eV
HOMO energy = -9.2 eV
Gap between HOMO and LUMO = 9.668 eV
Relative energy (zero: lowest compared OMol25 entry of this formula, charge and spin) = 0.0 kcal per mole

=====

(4)
A cluster of 6 separate species, C12H36N6O6 in total, computed with ωB97M-V/def2-TZVPD.

XYZ file:
```
60
Properties=species:S:1:pos:R:3:forces:R:3
N 4.46673 1.61872 4.32282 -0.0514 -0.1415 0.5781
C 3.50969 1.33889 3.39151 0.8679 0.4281 -0.8914
N 2.54854 0.47552 3.75372 -0.0075 0.0655 -0.3306
O 3.56963 1.81695 2.24767 -0.0308 0.0318 0.7819
H 4.46309 1.16781 5.21865 -0.0581 0.0059 0.0264
H 5.12282 2.36524 4.20526 -0.0721 0.0596 -0.3934
H 2.49201 0.12123 4.68705 -0.2316 -0.2148 -0.0327
H 1.95039 0.17199 2.99174 -0.4257 -0.2100 0.3998
N 1.15112 1.96783 0.87496 0.1731 0.5516 0.0161
C 0.22952 0.99603 0.91975 0.3332 -0.3002 -0.6133
N -0.71254 1.05453 -0.07286 0.5825 -0.1986 1.0045
O 0.25212 0.04618 1.72666 0.0608 0.4909 0.2121
H 1.08524 2.72721 0.19475 -0.3633 -0.4495 0.5127
H 1.96925 1.98700 1.48476 -0.0690 -0.4288 -0.0210
H -1.42198 0.34650 -0.00962 -0.2688 0.2415 -0.4966
H -0.60758 1.77205 -0.76526 -0.5731 -0.0959 -0.2308
N 1.64481 -4.04442 -0.53105 -0.0736 0.6304 0.3909
C 1.71725 -3.03291 -1.42997 0.5967 0.4062 -1.8352
N 1.46143 -1.80689 -0.89090 -0.1824 -0.4711 1.0234
O 2.01429 -3.21032 -2.61540 -0.2580 0.1074 0.6503
H 1.30793 -3.76896 0.38382 0.0799 -0.7721 -0.0287
H 1.76821 -4.97135 -0.88377 -0.0822 -0.1587 0.2289
H 1.48316 -0.94625 -1.39441 0.1055 -0.0894 -0.3559
H 1.22647 -1.81536 0.09435 -0.1131 0.5172 -0.2699
C 2.09744 4.23669 -3.07493 -0.0862 0.7940 0.0111
C 2.10002 3.97104 -1.56759 0.6481 -0.3319 -0.1843
C 2.97397 4.87578 -0.72666 -0.1667 0.7262 -0.1248
O 0.76602 3.98181 -1.00082 0.5120 0.3053 -0.7705
H 2.92216 4.87587 -3.40108 0.4374 -0.4655 0.2063
H 1.25534 4.85625 -3.39626 -0.3696 -0.4049 0.2101
H 2.10951 3.28961 -3.60692 -0.0986 0.1609 -0.2810
H 2.52591 2.97108 -1.44991 -0.5439 -0.1792 0.2648
H 2.76077 5.92596 -0.96385 -0.0162 0.0072 0.0952
H 4.04138 4.73398 -0.88793 -0.0444 -0.1870 -0.0592
H 2.73612 4.70882 0.32363 0.2094 -0.0272 0.0531
H 0.59475 4.92631 -0.88955 -0.4247 -0.1862 0.1549
C -2.01741 -3.03935 0.63000 0.0661 0.0515 0.9609
C -1.05860 -3.43622 1.79353 0.7039 2.7525 -1.9622
C -0.68908 -4.86764 1.60364 -0.3924 -0.8453 -0.2949
O 0.15382 -2.63656 1.68322 -0.0661 -0.4316 0.2425
H -2.79824 -3.80255 0.64885 -0.3056 0.2480 -0.3723
H -1.54519 -2.97671 -0.35033 0.2664 -0.3834 0.0944
H -2.43764 -2.05189 0.83019 -0.2300 -0.1056 -0.0126
H -1.53439 -2.99612 2.67264 -0.1472 -1.3594 0.6037
H 0.28015 -5.20677 1.96853 -0.3155 0.1260 0.8998
H -0.58512 -5.06958 0.53394 -0.2264 0.2895 -0.1054
H -1.55606 -5.46116 1.90454 0.4527 -0.3932 0.3459
H -0.05206 -1.69900 1.87624 0.1321 -0.1808 -0.2731
C -5.91214 -0.48664 -2.15621 -1.2376 0.2206 -1.9751
C -4.51182 -0.88945 -1.73324 -0.5795 -1.1519 1.1721
C -3.34965 -0.24961 -2.44806 0.4786 1.9019 0.7194
O -4.40401 -0.65480 -0.32163 1.1543 1.2288 0.3055
H -6.71835 -0.54034 -1.42312 0.4857 -0.5077 0.4799
H -6.26681 -1.07805 -3.01294 0.2002 -0.3789 0.2483
H -6.10191 0.50658 -2.58393 0.9814 0.3196 0.3789
H -4.37838 -1.98091 -1.77010 -0.3195 0.0617 -0.7801
H -2.39315 -0.40913 -1.94343 -0.0838 -0.9716 -0.2315
H -3.37564 0.84335 -2.31720 -0.6156 0.0112 -0.1632
H -3.26791 -0.39764 -3.52080 -0.1598 -0.5108 0.0550
H -5.05545 -1.15017 0.17325 -0.2377 -0.2083 -0.2376
```
Positions in Å, forces in eV/Å.

Total energy = -34256.11929 eV
HOMO energy = -8.9 eV
Gap between HOMO and LUMO = 9.490 eV
Relative energy (zero: lowest compared OMol25 entry of this formula, charge and spin) = 16.2 kcal per mole